Density functional theory data (wB97M-V/def2-TZVPD) for a cluster of 4 separate species, C4H13NO2S in total.

Structure (XYZ):
```
21
Properties=species:S:1:pos:R:3:forces:R:3
C -0.090768 0.772679 1.204776 1.63 1.58 -0.77
C 0.268837 0.123594 -0.138586 0.81 -2.60 0.54
C 1.625047 0.609173 -0.697878 -1.69 2.07 0.15
S 3.138283 0.133485 0.188299 -2.16 -3.80 -2.77
N -0.722788 -0.063342 -1.182378 -0.50 0.15 0.12
C -1.559972 -1.277304 -1.022220 1.35 -0.06 0.49
O -2.094364 -1.457375 0.261773 -0.77 0.37 -0.61
H 0.326476 1.809831 1.228582 -0.25 -0.36 0.02
H 0.452408 0.247266 2.007535 -0.77 0.30 0.11
H -1.172362 0.744099 1.395085 -0.44 -0.84 0.53
H 0.505945 -0.927933 0.152156 -0.27 0.38 -0.07
H 1.548947 0.298705 -1.742662 0.73 0.41 0.12
H 1.562958 1.695761 -0.589599 0.23 0.25 -0.62
H 2.402857 -1.363284 -0.849180 2.33 2.05 2.56
H -1.334805 0.735045 -1.298930 0.03 0.13 0.03
H -2.272486 -1.262507 -1.843486 -0.37 0.06 0.07
H -0.901741 -2.145143 -1.153075 -0.04 0.16 -0.24
H -2.687464 -0.654487 0.418554 0.90 -0.72 0.18
H -1.575573 1.763129 1.057340 -2.64 -2.32 -0.11
H -3.843295 0.853681 1.109579 0.18 0.99 0.28
O -2.924352 0.817908 0.814848 1.72 1.80 0.01
```
Forces are in eV/Å.

LUMO = -1.22 eV
net charge = 0
orbital gap = 7.90 eV
HOMO = -0.335 Eh